No. 1
The following is a quantum chemistry calculation of a 5-piece molecular cluster, C43H81F8N3O9P overall, from the OMol25 dataset.

Each line ends with the Löwdin charge.
Cartesian coordinates (Å):
C 6.899 0.768 0.415  -0.037
C 5.714 0.422 -0.447  -0.258
C 5.888 -0.131 -1.710  -0.033
C 4.779 -0.459 -2.479  -0.064
C 3.505 -0.227 -1.985  -0.079
C 3.290 0.324 -0.722  -0.219
C 1.873 0.579 -0.269  -0.043
C 1.236 -0.267 0.860  -0.329
C 2.035 -0.208 2.190  -0.106
C 1.861 1.057 3.031  -0.336
O 2.280 2.248 2.416  -0.011
C 2.664 0.809 4.378  -0.197
N 3.720 1.796 4.601  0.013
O 0.026 0.467 1.078  -0.044
C -1.147 -0.092 1.620  -0.259
C -2.309 0.363 0.693  -0.102
C -3.095 1.564 1.255  -0.143
C -4.347 1.224 2.069  -0.054
C -5.504 0.649 1.249  -0.413
F -6.637 1.333 1.570  0.108
F -5.315 0.783 -0.086  0.128
C -5.855 -0.848 1.508  -0.522
F -5.103 -1.657 0.731  0.140
F -7.134 -1.089 1.215  0.180
F -5.656 -1.182 2.795  0.156
C -1.087 -1.591 1.873  -0.168
C -2.452 -2.103 2.320  -0.097
C -2.511 -2.656 3.769  -0.073
C -1.873 -1.721 4.729  -0.215
F -2.566 -0.582 4.976  0.088
C -0.685 -1.870 5.306  -0.301
F -0.156 -3.030 5.654  0.157
F 0.109 -0.862 5.633  0.151
N -0.497 -2.189 0.620  0.053
C -0.867 -3.612 0.283  -0.050
C -0.981 -4.725 1.345  -0.382
C -0.104 -4.746 2.598  -0.054
O -0.763 -5.925 0.602  -0.017
C 0.983 -1.766 0.388  -0.391
O 1.085 -1.800 -1.010  -0.004
P 2.213 -3.012 1.121  0.958
N 3.693 -2.344 0.630  -0.110
O 1.884 -4.189 -0.012  -0.283
C 4.419 0.653 0.022  -0.012
H 7.796 0.250 0.082  0.079
H 7.068 1.842 0.468  0.088
H 6.707 0.428 1.436  0.079
H 6.884 -0.302 -2.098  0.116
H 4.870 -0.870 -3.476  0.111
H 2.653 -0.465 -2.611  0.110
H 1.197 0.590 -1.121  0.130
H 1.821 1.590 0.138  0.132
H 1.639 -1.010 2.827  0.095
H 3.086 -0.444 2.038  0.098
H 0.824 1.220 3.324  0.133
H 2.954 2.086 1.755  0.056
H 3.145 -0.170 4.336  0.107
H 1.962 0.864 5.206  0.099
H 3.576 2.324 5.446  0.069
H 4.630 1.365 4.637  0.064
H -1.334 0.369 2.600  0.157
H -1.846 0.706 -0.234  0.131
H -2.975 -0.455 0.413  0.105
H -2.409 2.184 1.831  0.129
H -3.417 2.153 0.397  0.120
H -4.727 2.155 2.492  0.138
H -4.098 0.593 2.923  0.113
H -0.372 -1.773 2.675  0.128
H -3.196 -1.315 2.293  0.079
H -2.859 -2.885 1.682  0.113
H -3.577 -2.712 4.007  0.131
H -2.136 -3.670 3.861  0.106
H -0.941 -1.657 -0.135  0.177
H -1.852 -3.540 -0.180  0.145
H -0.238 -3.975 -0.521  0.114
H -2.024 -4.773 1.666  0.120
H -0.665 -5.189 3.420  0.085
H 0.319 -3.798 2.915  0.026
H 0.730 -5.423 2.413  0.084
H -1.523 -6.503 0.721  0.100
H 1.383 -2.676 -1.302  0.099
H 4.380 -3.093 0.695  0.060
H 3.696 -2.059 -0.353  0.042
H 2.563 -4.873 0.042  0.080
H 4.324 1.092 1.008  0.108
C 5.488 3.537 -7.315  -0.068
C 5.486 2.024 -7.186  -0.275
O 4.958 1.556 -5.957  -0.168
C 3.616 1.904 -5.677  -0.284
C 2.614 1.391 -6.698  -0.078
H 6.030 3.988 -6.483  0.061
H 5.970 3.835 -8.246  0.081
H 4.479 3.953 -7.319  0.069
H 6.510 1.654 -7.216  0.119
H 4.962 1.566 -8.033  0.108
H 3.516 2.989 -5.554  0.110
H 3.400 1.459 -4.704  0.100
H 2.769 1.835 -7.682  0.068
H 1.599 1.635 -6.382  0.076
H 2.700 0.309 -6.807  0.080
C -5.029 -8.828 1.382  -0.073
C -4.572 -7.708 2.298  -0.280
O -4.566 -6.424 1.686  -0.189
C -5.820 -5.958 1.205  -0.276
C -6.885 -5.827 2.278  -0.072
H -4.417 -8.863 0.480  0.081
H -4.945 -9.785 1.896  0.082
H -6.068 -8.708 1.075  0.070
H -3.540 -7.885 2.605  0.113
H -5.172 -7.690 3.213  0.110
H -6.174 -6.593 0.386  0.111
H -5.614 -4.977 0.774  0.109
H -7.146 -6.790 2.716  0.070
H -7.793 -5.403 1.849  0.082
H -6.541 -5.177 3.084  0.079
C 10.349 7.158 -4.538  -0.079
C 10.319 5.644 -4.420  -0.282
O 9.739 5.168 -3.218  -0.160
C 8.392 5.534 -2.991  -0.284
C 7.426 5.043 -4.056  -0.090
H 10.870 7.597 -3.686  0.082
H 10.868 7.449 -5.451  0.078
H 9.347 7.587 -4.576  0.065
H 11.338 5.257 -4.416  0.118
H 9.818 5.203 -5.289  0.106
H 8.302 6.619 -2.864  0.108
H 8.134 5.085 -2.031  0.115
H 7.626 5.490 -5.030  0.062
H 6.402 5.298 -3.778  0.078
H 7.500 3.959 -4.166  0.080
C -9.153 2.729 0.411  -0.084
C -8.818 3.923 1.289  -0.285
O -8.830 5.164 0.613  -0.158
C -10.063 5.541 0.023  -0.281
C -11.209 5.675 1.011  -0.079
H -8.476 2.682 -0.443  0.082
H -9.058 1.807 0.983  0.065
H -10.172 2.776 0.026  0.069
H -7.803 3.818 1.674  0.107
H -9.482 3.952 2.161  0.110
H -10.331 4.847 -0.782  0.107
H -9.871 6.505 -0.446  0.118
H -11.457 4.723 1.483  0.065
H -12.102 6.032 0.499  0.078
H -10.951 6.382 1.801  0.082

Summary:
Orbital gap = 8.655 eV
Total charge = +1
LUMO = -2.1223 eV
HOMO = -10.8 eV
Total energy = -3668.4109 a.u.



No. 2
The following is a quantum chemistry calculation of a 16-piece molecular cluster, C43H82F6N9O15S2 overall, from the OMol25 dataset.

Each line ends with the Löwdin charge.
Cartesian coordinates (Å):
C 30.284 -23.465 -10.243  -0.671
F 29.760 -23.596 -9.031  0.130
F 30.252 -22.203 -10.610  0.153
F 31.522 -23.937 -10.233  0.137
S 29.205 -24.361 -11.544  0.638
O 27.852 -23.842 -11.463  -0.320
O 29.852 -24.023 -12.792  -0.296
N 29.253 -25.944 -11.043  -0.275
S 28.908 -26.800 -12.297  0.536
O 27.753 -26.375 -13.061  -0.304
O 30.077 -27.152 -13.058  -0.291
C 28.276 -28.414 -11.521  -0.653
F 27.000 -28.253 -11.179  0.118
F 28.355 -29.346 -12.464  0.132
F 28.972 -28.748 -10.430  0.117
C 34.035 -28.193 -15.960  -0.352
O 34.981 -28.694 -16.543  0.002
N 33.208 -27.271 -16.483  -0.190
C 33.316 -26.791 -17.825  -0.061
C 32.145 -26.676 -15.672  -0.034
H 33.699 -28.360 -14.925  0.092
H 34.169 -27.254 -18.323  0.083
H 33.468 -25.711 -17.888  0.090
H 32.457 -27.076 -18.440  0.090
H 32.312 -25.614 -15.481  0.075
H 31.192 -26.727 -16.200  0.087
H 32.120 -27.219 -14.730  0.055
C 31.075 -28.455 -5.316  -0.340
O 32.294 -28.461 -5.409  -0.003
N 30.267 -28.095 -6.328  -0.188
C 30.751 -27.454 -7.523  -0.046
C 28.849 -28.403 -6.280  -0.063
H 30.487 -28.732 -4.429  0.133
H 31.784 -27.186 -7.301  0.087
H 30.199 -26.538 -7.742  0.075
H 30.723 -28.124 -8.385  0.080
H 28.522 -28.907 -7.195  0.080
H 28.538 -29.028 -5.447  0.085
H 28.307 -27.452 -6.260  0.055
C 23.640 -27.767 -9.718  -0.339
O 24.161 -26.767 -9.268  0.004
N 24.056 -29.028 -9.468  -0.170
C 23.519 -30.178 -10.171  -0.049
C 25.317 -29.272 -8.774  -0.037
H 22.695 -27.733 -10.282  0.136
H 22.837 -29.908 -10.979  0.082
H 22.915 -30.807 -9.514  0.090
H 24.352 -30.731 -10.605  0.083
H 25.835 -28.392 -8.404  0.070
H 25.115 -29.948 -7.943  0.096
H 26.021 -29.756 -9.454  0.072
C 26.159 -18.947 -9.632  -0.358
O 25.499 -18.745 -8.625  -0.008
N 26.786 -20.090 -9.945  -0.182
C 27.569 -20.202 -11.173  -0.039
C 26.616 -21.291 -9.146  -0.034
H 26.248 -18.175 -10.416  0.130
H 27.335 -19.401 -11.872  0.085
H 27.347 -21.161 -11.641  0.076
H 28.630 -20.128 -10.930  0.084
H 26.128 -21.060 -8.202  0.084
H 25.957 -21.963 -9.698  0.091
H 27.582 -21.735 -8.909  0.067
C 22.293 -27.720 -13.855  -0.015
C 23.372 -28.793 -13.813  -0.500
O 23.108 -29.931 -14.138  0.051
C 24.761 -28.342 -13.437  -0.005
H 22.522 -27.058 -14.693  0.091
H 22.268 -27.144 -12.927  0.058
H 21.279 -28.084 -14.010  0.079
H 24.772 -28.070 -12.381  0.067
H 24.961 -27.481 -14.076  0.094
H 25.428 -29.178 -13.632  0.084
C 33.450 -21.319 -8.066  -0.016
C 32.793 -19.995 -7.733  -0.491
O 31.616 -19.862 -7.974  0.057
C 33.602 -18.938 -7.009  -0.020
H 33.032 -21.675 -9.007  0.073
H 33.119 -22.080 -7.357  0.092
H 34.532 -21.219 -8.112  0.073
H 33.369 -18.886 -5.943  0.087
H 33.450 -17.945 -7.424  0.085
H 34.651 -19.238 -7.024  0.068
C 27.367 -23.932 -18.379  -0.013
C 28.178 -24.858 -17.521  -0.502
O 29.333 -24.617 -17.239  0.055
C 27.542 -26.079 -16.883  -0.018
H 28.122 -23.346 -18.911  0.087
H 26.786 -23.253 -17.756  0.077
H 26.808 -24.422 -19.176  0.082
H 27.906 -26.146 -15.861  0.066
H 27.836 -26.939 -17.490  0.088
H 26.453 -26.053 -16.939  0.079
C 25.126 -24.871 -11.672  -0.013
C 23.829 -24.476 -12.434  -0.483
O 23.829 -24.410 -13.643  0.042
C 22.589 -24.223 -11.613  -0.013
H 24.920 -25.487 -10.801  0.049
H 25.595 -23.900 -11.544  0.064
H 25.625 -25.395 -12.482  0.056
H 22.937 -23.984 -10.607  0.083
H 22.032 -25.158 -11.517  0.070
H 21.964 -23.493 -12.122  0.083
C 32.133 -30.905 -11.237  -0.010
C 31.992 -31.347 -12.661  -0.492
O 31.849 -32.515 -12.954  0.053
C 31.757 -30.283 -13.723  -0.012
H 32.904 -30.141 -11.158  0.073
H 32.424 -31.813 -10.707  0.087
H 31.117 -30.661 -10.922  0.085
H 32.230 -29.356 -13.400  0.041
H 30.696 -30.168 -13.940  0.085
H 32.226 -30.609 -14.652  0.086
C 27.008 -23.426 -14.743  -0.009
C 27.774 -22.207 -15.189  -0.483
O 27.228 -21.342 -15.841  0.047
C 29.266 -22.174 -14.975  -0.024
H 26.275 -23.732 -15.488  0.080
H 26.539 -23.147 -13.803  0.079
H 27.637 -24.307 -14.636  0.057
H 29.853 -23.078 -15.098  0.065
H 29.485 -21.809 -13.967  0.074
H 29.634 -21.389 -15.638  0.087
C 33.106 -23.520 -13.270  -0.026
C 34.135 -23.365 -14.333  -0.494
O 34.082 -22.380 -15.059  0.038
C 35.057 -24.468 -14.785  -0.011
H 32.503 -24.402 -13.483  0.072
H 32.520 -22.618 -13.110  0.082
H 33.641 -23.593 -12.313  0.087
H 35.980 -24.021 -15.148  0.084
H 34.515 -24.898 -15.627  0.070
H 35.292 -25.173 -13.988  0.068
C 28.794 -22.347 -5.998  -0.045
C 28.765 -23.804 -5.776  -0.260
N 28.738 -24.936 -5.586  0.164
H 28.749 -21.984 -7.020  0.055
H 29.681 -21.926 -5.530  0.080
H 27.894 -21.966 -5.513  0.088
C 27.220 -25.337 -8.524  -0.076
C 26.281 -24.630 -7.663  -0.285
N 25.578 -24.057 -6.959  0.147
H 28.239 -25.334 -8.145  0.034
H 27.122 -25.023 -9.559  0.044
H 27.005 -26.410 -8.503  0.065
C 27.130 -32.751 -12.190  -0.067
C 27.967 -33.119 -11.059  -0.286
N 28.646 -33.425 -10.185  0.130
H 26.155 -33.227 -12.060  0.082
H 27.572 -32.969 -13.156  0.087
H 26.850 -31.697 -12.113  0.060
C 32.275 -27.070 -10.725  -0.067
C 33.347 -27.275 -11.680  -0.263
N 34.205 -27.441 -12.426  0.160
H 31.880 -26.065 -10.788  0.049
H 32.648 -27.272 -9.718  0.083
H 31.476 -27.801 -10.842  0.054

Summary:
Orbital gap = 9.051 eV
Total charge = -1
LUMO = 1.7643 eV
HOMO = -7.3 eV
Total energy = -4704.6485 a.u.



No. 3
The following is a quantum chemistry calculation of a 8-piece molecular cluster, C43H82O26 overall, from the OMol25 dataset.

Each line ends with the Löwdin charge.
Cartesian coordinates (Å):
C 1.076 0.777 -0.904  0.037
C 0.335 0.302 -2.123  -0.499
O -0.877 0.249 -2.153  0.090
O 1.099 -0.091 -3.186  -0.009
C 1.158 0.937 -4.189  -0.175
C 2.332 1.902 -4.059  -0.158
C 2.107 3.039 -5.073  -0.194
C 1.668 4.351 -4.416  -0.201
C 0.392 4.234 -3.587  -0.202
C -0.828 3.975 -4.444  -0.211
C -2.110 3.931 -3.623  -0.186
C -3.307 3.928 -4.564  -0.138
C -4.669 3.837 -3.885  -0.285
C -5.219 2.417 -3.711  -0.084
C -4.190 1.421 -3.303  -0.385
C -3.403 0.743 -4.521  0.007
O -4.466 0.164 -3.505  -0.039
O -4.726 4.680 -2.721  0.013
C -4.464 4.128 -1.516  -0.322
O -3.742 4.689 -0.704  0.073
H 1.320 1.825 -1.024  0.081
H 0.445 0.639 -0.044  0.084
H 1.986 0.197 -0.825  0.095
H 0.235 1.505 -4.158  0.093
H 1.240 0.488 -5.169  0.133
H 2.408 2.300 -3.054  0.100
H 3.240 1.361 -4.291  0.113
H 3.030 3.226 -5.605  0.106
H 1.364 2.696 -5.785  0.102
H 2.500 4.682 -3.801  0.111
H 1.531 5.084 -5.206  0.110
H 0.525 3.460 -2.836  0.097
H 0.275 5.184 -3.075  0.119
H -0.740 3.057 -5.017  0.100
H -0.915 4.779 -5.170  0.124
H -2.145 4.854 -3.057  0.118
H -2.082 3.083 -2.946  0.103
H -3.308 4.899 -5.053  0.122
H -3.231 3.203 -5.363  0.115
H -5.341 4.312 -4.590  0.144
H -5.632 2.014 -4.623  0.136
H -5.987 2.353 -2.943  0.128
H -3.598 1.635 -2.435  0.132
H -3.050 -0.269 -4.732  0.118
H -2.451 0.969 -3.939  0.058
H -4.966 3.204 -1.210  0.143
C 5.755 0.236 4.602  -0.065
C 4.885 1.153 3.769  -0.208
O 3.979 0.412 2.937  0.037
C 2.910 -0.081 3.554  -0.620
O 2.633 0.049 4.715  0.127
O 2.188 -0.747 2.653  -0.003
C 1.032 -1.400 3.180  -0.037
H 6.270 -0.483 3.965  0.081
H 6.496 0.815 5.153  0.080
H 5.157 -0.328 5.317  0.074
H 5.503 1.733 3.086  0.123
H 4.333 1.857 4.389  0.124
H 0.407 -0.707 3.738  0.096
H 1.330 -2.234 3.814  0.096
H 0.469 -1.783 2.334  0.091
C -4.084 -4.921 1.403  -0.058
C -2.991 -5.966 1.373  -0.195
O -1.847 -5.561 2.142  0.028
C -1.968 -5.687 3.459  -0.620
O -2.922 -6.113 4.052  0.126
O -0.839 -5.243 4.014  -0.007
C -0.851 -5.234 5.444  -0.037
H -3.697 -3.951 1.087  0.074
H -4.902 -5.208 0.741  0.079
H -4.483 -4.798 2.410  0.072
H -2.629 -6.098 0.355  0.118
H -3.351 -6.933 1.722  0.125
H -1.121 -6.210 5.839  0.096
H -1.541 -4.476 5.810  0.099
H 0.157 -4.984 5.762  0.092
C 1.290 -6.617 1.191  -0.060
C 2.479 -7.503 0.890  -0.207
O 2.069 -8.810 0.459  0.041
C 1.659 -8.885 -0.803  -0.617
O 1.631 -7.983 -1.596  0.126
O 1.286 -10.142 -1.043  0.007
C 0.751 -10.352 -2.352  -0.039
H 0.625 -7.098 1.909  0.077
H 1.619 -5.663 1.603  0.082
H 0.710 -6.419 0.291  0.074
H 3.065 -7.663 1.793  0.121
H 3.136 -7.055 0.146  0.123
H 1.436 -9.994 -3.116  0.095
H -0.212 -9.855 -2.449  0.095
H 0.616 -11.424 -2.463  0.092
C -10.507 -6.734 -1.812  -0.065
C -9.398 -7.763 -1.782  -0.212
O -8.285 -7.321 -0.992  0.037
C -8.446 -7.421 0.325  -0.618
O -9.409 -7.861 0.892  0.127
O -7.345 -6.951 0.910  -0.001
C -7.400 -6.929 2.339  -0.032
H -10.122 -5.769 -2.143  0.082
H -11.298 -7.049 -2.492  0.080
H -10.939 -6.594 -0.822  0.075
H -9.001 -7.915 -2.784  0.121
H -9.754 -8.726 -1.419  0.123
H -7.663 -7.904 2.742  0.097
H -8.114 -6.179 2.676  0.101
H -6.409 -6.656 2.689  0.083
C 1.741 5.815 4.004  -0.063
C 2.040 5.849 2.521  -0.208
O 3.055 6.815 2.204  0.041
C 4.301 6.440 2.470  -0.616
O 4.644 5.383 2.925  0.122
O 5.112 7.449 2.150  -0.001
C 6.488 7.217 2.458  -0.046
H 1.489 6.813 4.364  0.082
H 0.906 5.146 4.208  0.081
H 2.605 5.470 4.571  0.074
H 1.157 6.163 1.969  0.123
H 2.330 4.867 2.149  0.121
H 6.839 6.286 2.020  0.097
H 6.633 7.205 3.536  0.094
H 7.054 8.042 2.034  0.095
C 10.944 12.084 5.329  -0.066
C 10.005 12.939 4.506  -0.211
O 9.104 12.140 3.725  0.039
C 8.081 11.617 4.395  -0.617
O 7.840 11.773 5.562  0.127
O 7.360 10.889 3.543  0.009
C 6.258 10.204 4.142  -0.039
H 11.469 11.373 4.690  0.081
H 11.677 12.709 5.838  0.080
H 10.399 11.513 6.078  0.075
H 10.569 13.528 3.785  0.122
H 9.442 13.632 5.131  0.123
H 5.624 10.889 4.700  0.099
H 6.622 9.412 4.795  0.098
H 5.678 9.763 3.337  0.082
C -2.377 -2.729 -2.218  -0.048
C -1.246 -3.713 -2.423  -0.197
O -1.696 -5.073 -2.309  0.031
C -2.335 -5.552 -3.370  -0.617
O -2.541 -4.971 -4.402  0.127
O -2.709 -6.803 -3.097  0.000
C -3.473 -7.423 -4.131  -0.042
H -2.882 -2.921 -1.269  0.074
H -1.997 -1.707 -2.214  0.052
H -3.125 -2.816 -3.006  0.079
H -0.495 -3.588 -1.645  0.122
H -0.753 -3.562 -3.382  0.126
H -2.957 -7.368 -5.087  0.095
H -4.453 -6.954 -4.208  0.098
H -3.595 -8.464 -3.847  0.091

Summary:
Orbital gap = 9.013 eV
Total charge = 0
LUMO = 0.3096 eV
HOMO = -8.7 eV
Total energy = -3643.7839 a.u.



> Which of these has the highest HOMO?

C43H82F6N9O15S2



> The lowest LUMO belongs to which entry?

C43H81F8N3O9P